Here is C17H22AlBeF10GaNO5 as an isolated structure from OMol25. Energies are from ωB97M-V/def2-TZVPD.

Geometry as XYZ:
```
58
Properties=species:S:1:pos:R:3:forces:R:3:mulliken_charge:R:1
C -1.43980 -4.21944 -1.89935 0.480 1.282 0.539 -0.911
C -1.48291 -2.84329 -2.51631 -1.489 -2.703 -0.437 0.668
O -1.96910 -2.61622 -3.55668 0.278 1.391 -0.062 -0.362
O -0.89949 -1.77595 -1.67088 1.517 -0.012 -0.597 -0.083
C -0.46904 -0.73359 -2.28750 2.901 -1.922 -0.110 -0.345
Ga -1.84387 0.93956 -2.04594 -1.439 2.648 -0.054 0.419
C -3.44364 0.60453 -3.28355 0.509 -0.323 0.532 -1.093
C -4.84064 0.57817 -2.65853 0.973 0.049 -0.131 -0.899
C -4.97968 -0.29639 -1.44523 -0.777 -1.307 -4.897 1.163
F -4.17641 -1.31092 -1.45448 -0.057 0.190 0.933 0.006
F -4.61942 0.53570 -0.18360 3.128 1.486 -1.274 0.005
C -6.45242 -0.70274 -1.16229 1.237 0.414 -0.678 0.206
F -6.45745 -0.58029 0.23703 -0.930 0.132 3.410 -0.384
F -7.26537 0.21290 -1.60659 -0.302 0.175 0.022 -0.166
C -6.92707 -2.12877 -1.52837 -1.202 -0.447 0.152 0.727
F -8.18096 -2.20756 -1.06912 -0.257 0.592 0.059 -0.246
F -6.24453 -3.06042 -0.88283 0.956 0.131 -0.078 -0.225
C -7.01320 -2.42355 -3.05841 -0.744 -1.574 -0.222 0.576
F -7.74157 -3.51705 -3.16394 -0.062 -0.248 0.178 -0.218
F -5.82565 -2.68908 -3.57494 0.584 0.727 -0.003 -0.170
F -7.64270 -1.46460 -3.70317 0.432 0.753 -0.057 -0.217
H -1.09426 -4.90860 -2.66080 0.052 -0.089 -0.053 0.411
H -0.82574 -4.20579 -1.00790 0.007 -0.300 0.103 0.277
H -2.47306 -4.43608 -1.63940 -0.045 -0.170 0.094 0.250
H -0.26678 -0.84620 -3.35500 -1.510 0.526 -0.457 0.432
H 0.45812 -0.41040 -1.80409 -0.518 0.894 0.600 0.359
H -1.02213 2.19501 -2.57671 0.474 -0.695 -0.069 -0.171
H -2.20594 1.24757 -0.51833 0.002 -0.567 0.018 -0.269
H -3.24052 -0.27822 -3.88751 -0.263 -0.159 0.031 0.420
H -3.43116 1.44280 -3.97991 0.160 0.096 0.073 0.640
H -5.51770 0.15363 -3.41026 -0.359 -0.134 0.228 0.382
H -5.19294 1.59108 -2.47657 -0.261 0.031 0.218 0.516
Be -5.30094 0.57958 0.96930 -2.575 -1.309 1.761 0.811
C 5.18674 1.18193 -0.32541 0.460 0.159 -0.250 -0.516
O 3.81483 1.08292 0.14667 -0.188 0.095 0.005 -0.282
C 3.58296 0.09512 0.97065 0.334 -0.039 -1.252 0.704
O 4.37286 -0.71248 1.37571 -0.272 -0.064 0.740 -0.436
O 2.25920 0.14277 1.32448 -0.071 0.101 0.674 -0.362
C 1.85005 -0.89716 2.23285 -0.399 -0.380 -0.449 -0.506
H 5.22849 2.03586 -0.99173 -0.242 0.055 0.056 0.238
H 5.86624 1.34806 0.50708 -0.057 -0.098 0.066 0.224
H 5.46370 0.28650 -0.87479 -0.066 -0.100 0.129 0.324
H 2.40323 -0.82850 3.18386 -0.068 -0.601 -0.089 0.258
H 1.99232 -1.87824 1.78816 0.291 -0.031 0.153 0.293
H 0.79321 -0.75801 2.44100 0.012 0.235 -0.087 0.290
F -1.85166 -1.90216 0.01586 -1.067 0.456 0.133 -0.509
Al 3.29538 1.06992 3.42436 0.560 0.763 0.429 0.778
N 7.72301 3.47979 3.27676 -0.112 0.030 -0.033 -0.499
C 7.14724 2.48926 3.94419 -0.100 -0.046 0.577 -0.077
C 7.17621 2.36268 5.33587 -0.160 -0.048 -0.605 -0.511
C 7.85139 3.32567 6.06714 0.038 0.083 0.051 -0.267
C 8.46134 4.36592 5.38971 -0.064 -0.037 -0.531 -0.369
C 8.36558 4.39760 3.99225 0.134 0.105 0.402 -0.205
H 6.63389 1.75537 3.32424 0.017 -0.180 0.059 0.445
H 6.68528 1.53184 5.82542 0.048 -0.056 0.005 0.339
H 7.90131 3.26552 7.14580 0.012 -0.008 0.015 0.394
H 8.99970 5.13872 5.91932 0.016 0.017 -0.036 0.371
H 8.82547 5.19572 3.42242 0.043 0.033 0.068 0.370
```
Forces are in eV/Å.

Energy above the lowest of the compared OMol25 structures with the same formula, charge and spin (kcal per mole): 0.0
Maximum force (eV/A): 5.1
Charge: +3



Here is C22H17N2O2ReS as an isolated structure from OMol25. Energies are from ωB97M-V/def2-TZVPD.

Geometry as XYZ:
```
45
Properties=species:S:1:pos:R:3:forces:R:3:mulliken_spin:R:1
Re 0.54749 -0.31440 0.00982 -0.546 -0.153 0.228 0.961
O 2.17897 -1.34838 -0.38286 0.154 0.059 -0.080 0.000
N 2.74873 -1.96464 0.64396 -0.140 -0.069 0.078 0.035
N 2.00830 -2.00137 1.64774 0.005 -0.187 -0.249 -0.011
O 0.76360 -1.51820 1.56640 0.067 0.353 0.018 0.025
C 2.41041 -2.63249 2.88091 0.006 -0.024 0.078 0.002
C 3.62300 -3.30482 2.93417 0.020 -0.002 -0.098 -0.002
C 3.99385 -3.88566 4.13268 -0.001 -0.010 0.025 0.001
C 3.16542 -3.79351 5.24471 -0.013 0.013 -0.006 -0.002
C 1.95657 -3.11839 5.16342 0.026 -0.022 0.012 0.000
C 1.56617 -2.52619 3.97311 -0.060 0.053 -0.046 -0.002
H 4.25568 -3.37365 2.06115 0.000 0.001 0.014 -0.001
H 4.93352 -4.41629 4.19701 -0.001 0.006 -0.004 0.000
H 3.46538 -4.25064 6.17779 -0.004 -0.004 -0.005 0.000
H 1.31197 -3.04918 6.02855 0.001 0.006 -0.007 0.000
H 0.62977 -1.99499 3.89287 0.007 -0.003 0.012 -0.002
C -1.83790 1.20212 -4.18130 0.004 -0.008 0.004 0.000
C -0.58376 1.20235 -3.52385 -0.005 0.012 0.014 0.002
C -0.46546 0.55602 -2.32893 0.032 0.088 -0.108 -0.003
C -1.56402 -0.11093 -1.74491 -0.106 -0.066 -0.003 -0.048
C -1.38023 -0.74721 -0.48975 0.528 -0.130 -0.041 -0.028
C -2.41754 -1.45974 0.06760 -0.051 0.066 0.081 0.012
C -3.65896 -1.50730 -0.59742 0.014 0.008 0.020 0.002
C -3.85165 -0.85093 -1.78886 0.014 0.018 -0.018 0.002
C -2.80509 -0.12420 -2.40597 -0.015 -0.035 0.002 0.004
C -2.91677 0.55825 -3.64332 -0.021 0.012 -0.025 0.002
H -1.93271 1.71633 -5.12800 0.003 -0.004 0.000 0.000
H 0.26034 1.71328 -3.96659 -0.005 0.001 0.005 -0.001
H 0.55061 0.60854 -1.86643 0.121 -0.055 0.032 0.020
H -2.29671 -1.97311 1.01358 0.012 -0.005 -0.013 -0.001
H -4.47424 -2.06627 -0.15814 -0.001 0.004 0.002 0.000
H -4.81729 -0.89546 -2.27821 0.005 0.000 0.002 0.000
H -3.86656 0.55737 -4.16412 0.003 0.003 0.010 0.000
S 0.67697 1.63857 1.03525 -0.038 0.070 0.099 -0.025
C 0.22081 2.85167 -0.19615 -0.025 -0.004 -0.006 0.062
C -1.12676 3.11732 -0.41050 0.011 0.040 0.018 -0.012
C -1.48398 4.06893 -1.35252 0.003 -0.013 0.009 0.001
C -0.50263 4.74520 -2.06541 -0.003 0.002 -0.008 0.000
C 0.84052 4.47852 -1.83576 0.010 -0.020 0.003 0.001
C 1.21222 3.52856 -0.89477 -0.011 -0.004 -0.055 0.003
H -1.88234 2.58317 0.15171 0.004 -0.005 -0.008 -0.001
H -2.52984 4.28206 -1.52876 0.002 0.002 0.001 0.000
H -0.78569 5.48962 -2.79785 0.003 -0.005 0.004 0.000
H 1.60314 5.01412 -2.38521 -0.001 0.001 0.004 0.001
H 2.25670 3.31595 -0.70683 -0.006 0.006 0.007 0.000
```
Forces are in eV/Å.

Multiplicity: 2
Energy above the lowest of the compared OMol25 structures with the same formula, charge and spin (kcal per mole): 14.9
Maximum force (eV/A): 0.6
Charge: +1



Here is C11H35AsF6O6 as an isolated structure from OMol25. Energies are from ωB97M-V/def2-TZVPD.

Geometry as XYZ:
```
59
Properties=species:S:1:pos:R:3:forces:R:3:nbo_charge:R:1
O 0.45886 -0.59801 -0.40977 0.146 1.459 1.033 -0.797
H 0.79222 0.04031 -1.04460 0.906 0.177 -1.208 0.557
H 0.86346 -1.46810 -0.43864 0.547 -1.943 -0.385 0.560
H -0.49454 -0.62716 -0.51832 -2.361 0.013 0.265 0.566
As -2.18704 -2.79101 2.11975 -0.743 -1.200 1.494 2.794
F -0.61218 -2.14559 1.59107 -1.037 -0.135 0.157 -0.644
F -1.49135 -3.31551 3.71614 -0.816 0.582 -2.127 -0.614
F -3.81235 -3.47770 2.48905 2.047 0.658 -0.283 -0.605
F -2.98348 -2.15734 0.59036 0.627 -1.589 1.162 -0.643
F -1.66642 -4.35174 1.36321 -0.794 1.812 0.556 -0.618
F -2.62845 -1.24611 2.87032 0.492 -1.068 -0.712 -0.615
C -1.78535 2.12430 -0.53659 -0.623 -0.137 0.474 -0.632
C -2.86084 1.03999 -0.64031 -0.001 1.450 -1.681 0.116
C -3.67904 1.05614 -1.99844 0.468 0.081 1.582 -0.635
O -2.25856 -0.19949 -0.53686 1.834 -0.031 -0.350 -0.793
H -2.33317 3.06639 -0.55758 0.403 0.294 -0.376 0.216
H -0.99190 2.05381 -1.28061 -0.249 0.086 -0.343 0.192
H -1.32199 2.07860 0.44896 0.068 -0.129 0.110 0.215
H -3.53280 1.26006 0.18923 -0.297 -0.439 0.086 0.172
H -4.42382 1.85200 -1.99864 -0.162 -0.141 0.027 0.205
H -4.12854 0.06406 -1.95550 -0.450 0.186 -0.572 0.214
H -3.07134 1.16955 -2.89617 0.276 -0.176 0.205 0.207
H -2.78958 -0.88498 -0.12488 -0.346 -0.254 0.427 0.520
C 0.46476 -0.28297 4.80652 0.479 -0.945 -0.278 -0.649
C 1.31546 0.59720 3.83733 -1.917 0.675 1.025 0.100
C 0.53871 0.91446 2.58097 -0.322 -0.783 -0.143 -0.641
O 1.49798 1.80603 4.54266 0.753 1.017 0.698 -0.731
H 0.01711 -1.14533 4.31251 0.647 -0.450 -0.164 0.233
H -0.44162 0.08219 5.28947 0.102 1.417 -0.556 0.230
H 1.04888 -0.56817 5.68147 0.343 -0.388 -0.263 0.208
H 2.30234 0.22013 3.56905 -0.088 -0.694 0.236 0.153
H -0.51690 1.04581 2.81876 -0.071 -0.173 -0.004 0.225
H 0.66440 0.02130 1.96895 -0.400 0.284 -0.494 0.214
H 0.83692 1.83558 2.08025 0.488 -0.122 -0.056 0.194
H 2.39796 2.10387 4.39117 -0.048 0.209 0.080 0.460
C 3.28908 1.95938 -0.06184 -0.559 -0.896 -0.855 -0.637
C 2.25948 1.90478 -1.20279 -0.415 1.535 -0.921 0.097
C 2.35386 3.16560 -2.09556 -0.644 -0.174 0.343 -0.644
O 2.18643 0.70545 -2.01669 0.263 0.134 1.035 -0.770
H 4.25111 1.56725 -0.39176 0.097 0.129 0.117 0.215
H 2.87825 1.33629 0.73257 0.421 0.078 0.272 0.222
H 3.37159 2.99943 0.25372 0.097 -0.209 0.170 0.225
H 1.27935 1.96749 -0.73002 -0.144 -0.069 0.100 0.167
H 2.32789 4.03310 -1.43612 0.786 0.081 -0.014 0.225
H 1.47229 3.38813 -2.69673 -0.207 -0.752 -0.232 0.221
H 3.20471 3.12699 -2.77575 0.274 0.263 0.270 0.205
H 2.67234 0.80833 -2.83821 0.048 0.138 0.013 0.492
C -1.29123 -1.54866 -3.21228 0.367 -0.660 -1.130 -0.249
O -0.60048 -0.32306 -3.25256 0.055 1.131 0.796 -0.753
H -0.59603 -2.28240 -3.62022 -0.093 -0.676 0.447 0.152
H -1.61987 -1.76948 -2.19673 0.207 0.084 -0.216 0.207
H -2.14449 -1.58993 -3.88930 -0.332 0.314 0.146 0.170
H -0.33555 -0.07053 -4.14004 -0.188 -0.292 -0.059 0.473
C 2.18083 -2.91015 -2.07615 0.642 -1.245 0.828 -0.268
O 1.22524 -3.01348 -1.01073 0.317 1.147 0.051 -0.773
H 1.72377 -3.25694 -3.00293 0.211 0.713 -0.220 0.186
H 2.70199 -1.95461 -2.01748 -1.076 0.571 -0.529 0.201
H 3.06642 -3.51686 -1.88713 -0.209 -0.804 0.118 0.181
H 0.95526 -3.89869 -0.75554 0.182 -0.144 -0.150 0.516
```
Forces are in eV/Å.

Energy above the lowest of the compared OMol25 structures with the same formula, charge and spin (kcal per mole): 60.7
Maximum force (eV/A): 2.4